Record 1
C16H12F3N3O6S2 | ωB97M-V/def2-TZVPD

ORCA input file:
```
! wB97M-V def2-TZVPD RIJCOSX def2/J DEFGRID3
* xyz 0 1
C 0.112 1.675 5.832
C -0.871 2.666 5.266
O -1.541 2.106 4.134
C -0.809 1.942 2.987
O 0.256 2.476 2.792
C -1.200 0.932 1.941
N -0.556 0.836 0.757
N -0.857 -0.122 -0.184
C 0.005 -0.110 -1.329
C 0.903 0.990 -1.527
C 1.688 1.124 -2.686
C 1.695 0.112 -3.647
O 2.567 0.254 -4.698
S 3.351 -1.145 -5.286
O 2.511 -1.782 -6.354
O 3.498 -2.142 -4.203
C 4.936 -0.495 -5.988
F 4.615 0.508 -6.861
F 5.641 -1.459 -6.721
F 5.768 0.025 -5.033
C 0.810 -0.982 -3.488
C -0.022 -1.077 -2.361
C -1.911 -1.045 -0.011
O -2.389 -1.785 -0.875
C -2.598 -1.117 1.270
C -3.540 -1.988 1.738
N -4.090 -3.014 0.964
S -4.004 -1.688 3.405
C -2.867 -0.330 3.453
C -2.214 -0.102 2.260
H 0.624 2.145 6.655
H 0.848 1.299 5.124
H -0.418 0.815 6.250
H -0.365 3.595 5.019
H -1.609 2.908 6.053
H 0.992 1.811 -0.812
H 2.355 1.992 -2.776
H 0.808 -1.737 -4.263
H -0.619 -1.964 -2.288
H -4.985 -3.377 1.176
H -3.802 -2.986 -0.035
H -2.716 0.236 4.349
*
```

## Properties
- structure (SMILES) = CCOC(=O)c1nn(-c2ccc(OS(=O)(=O)C(F)(F)F)cc2)c(=O)c2c(N)scc12
- LUMO (eV) = -0.6656
- HOMO-LUMO gap (eV) = 7.3
- highest occupied orbital energy (eV) = -8.015

Mulliken atomic charge list, values in e, 2 entries:
1. C -1.13
2. C -0.28

***

Record 2
H80O40 | ωB97M-V/def2-TZVPD

ORCA input file:
```
! wB97M-V def2-TZVPD RIJCOSX def2/J DEFGRID3
* xyz 0 1
H 3.250 0.436 -1.839
H 3.189 0.152 -0.372
O 3.100 0.831 -0.995
H 0.016 -0.060 -3.181
H -0.133 -1.540 -3.720
O -0.406 -0.879 -2.885
H -4.721 -3.042 -2.200
H -5.825 -2.029 -2.286
O -5.546 -2.878 -2.717
H -2.210 0.789 2.692
H -2.394 -0.509 1.803
O -2.239 -0.211 2.743
H -3.181 1.984 -1.023
H -4.456 1.273 -0.293
O -3.769 1.206 -0.943
H -2.131 4.276 -0.224
O -1.930 3.995 -1.183
H 1.163 3.427 2.873
O 0.751 3.619 2.035
H 0.675 1.188 4.503
H 0.181 0.099 3.227
O 0.524 0.356 4.132
H 0.694 -4.208 0.146
H -0.598 -4.093 -0.741
O 0.394 -3.890 -0.702
H -5.479 1.374 3.759
H -5.703 0.103 2.708
O -5.555 1.024 2.784
H 5.004 2.931 1.285
H 3.879 3.903 1.560
O 4.787 3.522 1.957
H 2.718 0.276 4.918
O 3.023 1.163 5.014
H 0.398 -2.638 1.786
H -0.627 -1.797 2.638
O -0.289 -2.152 1.752
H 2.839 0.526 -4.761
H 3.958 1.027 -4.067
O 3.628 0.200 -4.075
H 1.136 -4.142 -2.707
H 0.408 -3.934 -4.125
O 1.213 -4.383 -3.696
H -1.538 5.087 2.996
H -3.115 4.839 3.033
O -2.376 5.400 3.374
H 1.640 3.363 4.870
H 2.848 4.205 4.369
O 1.887 4.129 4.393
H 5.754 -0.472 0.372
H 6.249 -1.742 -0.131
O 6.074 -1.219 0.728
H -2.827 3.054 1.983
O -3.733 3.164 2.246
H 0.006 -1.471 -0.305
H -0.032 -0.475 0.725
O -0.449 -0.723 0.049
H -1.880 -4.868 0.000
O -2.055 -4.626 -0.838
H -3.251 2.311 -3.475
H -2.291 1.213 -3.759
O -2.478 2.101 -4.042
H 2.062 -4.642 -1.076
H 2.332 -3.775 0.080
O 2.682 -4.632 -0.289
H 5.704 -0.681 -1.649
H 6.279 0.841 -2.146
O 5.533 0.299 -1.962
H 2.512 3.367 -3.737
H 3.023 2.606 -4.901
O 2.282 2.545 -4.242
H -4.154 -3.954 0.571
H -4.270 -2.444 -0.116
O -4.799 -3.068 0.477
H 4.255 -3.114 -0.947
H 4.141 -1.932 -1.946
O 4.745 -2.391 -1.414
H -1.848 -1.135 -0.945
H -3.042 -0.397 -0.705
O -2.745 -1.331 -0.876
H 2.208 3.840 0.042
H 2.248 2.644 -0.843
O 2.463 3.532 -0.772
H -1.540 1.702 4.199
H -1.186 3.174 3.796
O -0.769 2.386 3.731
H 3.748 -1.574 0.683
H 3.155 -1.564 2.094
O 2.876 -1.380 1.121
H -3.755 -3.361 2.375
O -2.850 -3.332 2.765
H 1.541 1.058 -0.454
H 0.041 1.181 -1.117
O 0.620 1.346 -0.342
H -4.244 2.374 2.338
H -2.758 3.725 -1.437
H -2.929 -4.348 -0.830
H 0.911 3.159 1.271
H 2.756 1.256 5.938
H -2.212 -2.743 2.257
O -0.974 -5.594 1.412
H -1.412 -5.062 2.203
H -0.930 -6.370 1.895
O -1.777 2.136 0.657
H -0.824 1.906 0.279
H -2.350 1.550 0.312
O 0.350 6.231 1.331
H 0.126 5.383 1.591
H 0.817 5.955 0.480
O -0.491 -0.451 -5.324
H -0.795 -0.573 -6.312
H -0.984 0.103 -4.730
O -3.308 -1.077 -4.842
H -2.509 -1.411 -4.536
H -3.872 -1.241 -4.025
O -1.016 -3.256 -4.828
H -0.790 -3.695 -5.545
H -1.572 -3.851 -4.184
O 2.841 -1.185 4.100
H 2.905 -2.136 4.045
H 1.865 -0.843 3.995
*
```

## Properties
- energy above the lowest of the compared OMol25 structures with the same formula, charge and spin (kcal per mole) = 362.6
- LUMO (eV) = -0.6692
- HOMO-LUMO gap (eV) = 9.7
- highest occupied orbital energy (eV) = -10.389

Mulliken atomic charge list, values in e, 2 entries:
1. H 0.03
2. H -0.15

***

Record 3
C2H13NO4 | ωB97M-V/def2-TZVPD

ORCA input file:
```
! wB97M-V def2-TZVPD RIJCOSX def2/J DEFGRID3
* xyz 1 2
C -2.435 -0.634 -0.275
C -1.333 0.564 0.812
N -1.019 -0.395 -0.172
H -2.473 -1.738 -0.406
H -3.241 -0.440 0.482
H -2.830 -0.096 -1.214
H -1.353 1.675 0.618
H -1.095 0.437 1.864
H 1.310 1.438 -0.192
H 1.666 1.195 1.145
O 2.086 1.368 0.315
H 2.525 -1.623 -0.901
H 2.625 -0.274 -0.358
O 3.094 -0.910 -0.855
H -0.324 0.919 -1.049
H 0.652 1.214 -2.110
O 0.200 1.696 -1.390
H 0.878 -2.206 1.367
H 0.303 -0.915 0.783
O 0.764 -1.275 1.536
*
```

## Properties
- energy above the lowest of the compared OMol25 structures with the same formula, charge and spin (kcal per mole) = 126.4
- LUMO (spin up / spin down) (eV) = -8.3664 / -8.7256
- HOMO-LUMO gap (spin up / spin down) (eV) = 5.4 / 5.0
- highest occupied orbital energy (spin up / spin down) (eV) = -13.771 / -13.769

Mulliken atomic charge list, values in e, 2 entries:
1. C -0.77
2. C -0.14

***

Record 4
C5H11N3OS | ωB97M-V/def2-TZVPD

ORCA input file:
```
! wB97M-V def2-TZVPD RIJCOSX def2/J DEFGRID3
* xyz 0 3
C 2.057 1.370 0.630
C 1.273 0.293 0.430
C 0.545 -0.791 0.313
C 1.838 2.597 -0.244
C 0.850 -1.933 -0.638
N -0.707 -1.023 0.975
N -3.179 -1.460 0.246
N -2.538 0.957 0.511
O -1.704 -0.328 -1.620
S -2.275 -0.322 -0.283
H 3.010 1.346 1.154
H 1.223 2.414 -1.157
H 1.584 3.416 0.247
H 2.796 2.674 -0.596
H 1.020 -2.905 -0.116
H -0.151 -1.922 -1.311
H 1.741 -1.666 -1.287
H -1.179 -1.896 1.114
H -3.361 -2.041 -0.459
H -1.061 -0.330 1.702
H -1.781 1.550 0.388
*
```

## Properties
- LUMO (spin up / spin down) (eV) = 0.5745 / -2.6143
- HOMO-LUMO gap (spin up / spin down) (eV) = 5.7 / 6.5
- highest occupied orbital energy (spin up / spin down) (eV) = -5.129 / -9.162

Mulliken atomic charge list, values in e, 2 entries:
1. C -0.71
2. C -0.10

***

no.,electronic energy (Eh)
1,-2328.496060
2,-3057.179434
3,-439.186128
4,-834.464316